C5H14 | ωB97M-V/def2-TZVPD

The value obtained for the total energy is -198.84367 Ha. The calculation puts the energy relative to the best compared isomer or geometry (same formula, charge and spin) at 119.4 kJ/mol. Its HOMO energy is -10.939 eV. As for the orbital gap: 12.047 eV. The SMILES is CCC.CC.

Geometry as XYZ:
```
19
Properties=species:S:1:pos:R:3:lowdin_charge:R:1
C -1.3677 -1.0334 0.4937 -0.322
C 0.0208 -1.2958 1.0893 -0.175
C -1.5673 -1.7805 -0.8007 -0.132
H -1.3300 0.0909 0.3332 0.113
H -2.0945 -1.1987 1.2644 0.086
H 0.1058 -0.7341 2.0571 0.081
H 0.3538 -2.3663 1.2994 0.091
H -0.4974 -1.9805 -1.1916 0.093
H -2.2003 -1.3014 -1.5620 0.069
H 0.9350 -0.9772 0.6017 0.021
H -1.8259 -2.8302 -0.6049 0.068
C 1.1076 2.7488 -0.4137 -0.144
C 1.5366 1.2660 -0.3115 -0.170
H 0.5329 2.9774 -1.2943 0.047
H 0.5392 3.1181 0.4355 0.062
H 1.9873 3.3335 -0.6923 0.059
H 2.5819 0.9934 -0.4698 0.065
H 1.2734 0.7859 0.6355 0.032
H 1.2583 0.6586 -1.1541 0.055
```